1.
Computed, not measured: a structure of composition C4H9AlBINO4 in a non-equilibrium geometry, with the ωB97M-V functional and the def2-TZVPD basis.

Calculated values
HOMO energy (eV): -5.23
HOMO-LUMO gap (eV): 7.91
Charge: -1
LUMO energy (eV): 2.7
2S+1: 1

Each line ends with the natural charge from an NBO analysis.
Element x y z (Å)
N (3.28775, -0.24173, 1.44724)  -1.144
B (2.56714, -0.12492, 0.10759)  1.146
O (3.12438, 0.90099, -0.79225)  -0.974
C (1.26380, -1.00450, -0.30456)  -0.269
C (0.41584, 0.08237, -1.18926)  -0.114
O (-0.08790, 1.03148, -0.19791)  -0.965
Al (-1.04303, -0.19766, 0.88080)  1.698
C (-2.73911, -0.48410, -0.24042)  -1.069
C (-3.91271, 0.45290, 0.29901)  0.472
O (-4.92747, -0.03594, 0.86823)  -0.586
I (-3.63947, 2.60605, 0.04357)  -0.016
O (0.35594, -1.45260, 0.72523)  -0.943
H (3.49953, 0.75274, 1.67719)  0.359
H (4.20172, -0.70169, 1.32678)  0.375
H (2.60342, 1.70592, -0.53868)  0.497
H (1.53018, -1.86252, -1.01301)  0.174
H (-0.37895, -0.59656, -1.69510)  0.138
H (0.93172, 0.56080, -2.08527)  0.179
H (-1.47505, 0.28486, 2.32629)  -0.441
H (-3.07279, -1.57091, -0.34228)  0.238
H (-2.50493, -0.10498, -1.30318)  0.243

2.
Computed, not measured: a structure of composition C4H9AlCl4NO in a non-equilibrium geometry, with the ωB97M-V functional and the def2-TZVPD basis.

Calculated values
HOMO energy (eV): -4.95
HOMO-LUMO gap (eV): 7.26
Charge: -1
LUMO energy (eV): 2.3
2S+1: 1

Each line ends with the natural charge from an NBO analysis.
Element x y z (Å)
C (1.98739, 1.02910, 0.45249)  -0.704
C (0.59289, 0.47306, 0.32502)  0.663
O (0.47488, -0.72530, 0.49829)  -0.719
N (-0.41091, 1.27293, -0.03465)  -0.795
C (-1.72250, 0.67749, 0.16541)  -0.425
Al (-0.42491, 3.14359, 0.45256)  0.990
H (2.59252, 0.27065, 0.90887)  0.212
H (2.04204, 1.91087, 1.06366)  0.236
H (2.39741, 1.22621, -0.52243)  0.215
H (-1.68760, -0.30275, 0.61879)  0.212
H (-2.26029, 0.58311, -0.76982)  0.176
H (-2.33195, 1.30784, 0.79984)  0.192
H (1.01896, 3.83307, 0.58019)  -0.417
H (-1.16591, 3.23416, 1.89690)  -0.419
H (-1.27105, 4.00334, -0.63398)  -0.415
C (0.03428, -4.38043, -1.15703)  -0.225
Cl (0.70469, -5.90446, -0.54269)  0.024
Cl (-1.04036, -3.68337, 0.04798)  0.087
Cl (1.34591, -3.26126, -1.50582)  0.085
Cl (-0.87550, -4.70785, -2.64359)  0.029

3.
Computed, not measured: a structure of composition C4H9AlO3P in a non-equilibrium geometry, with the ωB97M-V functional and the def2-TZVPD basis.

Calculated values
HOMO energy (eV): -4.80
HOMO-LUMO gap (eV): 8.22
Charge: -1
LUMO energy (eV): 3.4
2S+1: 1

Each line ends with the natural charge from an NBO analysis.
Element x y z (Å)
C (-1.81128, -1.51777, 0.83251)  -0.515
C (-1.49002, -0.81674, -0.29439)  -0.117
C (-0.24992, 0.04672, -0.35104)  -0.119
P (1.20006, -1.20613, -0.34411)  1.465
O (2.01232, -1.19865, -1.58247)  -1.097
C (-0.34975, 1.01804, 0.88739)  -0.074
O (0.20152, 2.28006, 0.59168)  -0.942
Al (1.18291, 2.01418, -0.90455)  1.466
O (-0.08334, 0.80149, -1.48171)  -0.885
H (-2.73774, -1.33878, 1.36687)  0.199
H (-1.11820, -2.23555, 1.25931)  0.190
H (-2.07506, -0.86408, -1.21202)  0.212
H (1.98892, -0.94680, 0.80184)  -0.100
H (0.60382, -2.47314, -0.14753)  -0.116
H (-1.40429, 1.20230, 1.10466)  0.162
H (0.16512, 0.65096, 1.78478)  0.161
H (2.55552, 1.37797, -0.36584)  -0.448
H (1.40941, 3.20592, -1.94538)  -0.442

4.
Computed, not measured: the ion C4H9BrN3OS with charge +1 in a non-equilibrium geometry, with the ωB97M-V functional and the def2-TZVPD basis.

Calculated values
ΔE to the lowest compared entry with this formula, charge and spin (kcal per mole): 8.37
HOMO energy (eV): -12.94
HOMO-LUMO gap (eV): 5.28
Charge: +1
LUMO energy (eV): -7.7
2S+1: 1

Each line ends with the natural charge from an NBO analysis.
Element x y z (Å)
C (0.12404, -0.62120, 0.73095)  0.467
C (1.19077, -1.48466, 0.40848)  0.044
C (0.74625, 0.99268, -1.15765)  -0.084
C (-2.60697, -0.42804, 0.07617)  -0.751
N (1.82453, 1.76752, -0.38711)  -0.417
N (-0.22034, 0.37405, -0.27126)  -0.532
N (2.69470, 0.96345, 0.18136)  -0.414
O (-0.59620, -0.77861, 1.64767)  -0.502
S (-1.66453, 1.13254, 0.03754)  0.644
Br (3.95938, -0.09545, -0.99604)  0.027
H (1.68182, -2.02802, 1.24164)  0.248
H (1.66555, -1.59490, -0.45140)  0.199
H (0.21522, 1.82366, -1.68461)  0.248
H (1.30008, 0.23831, -1.69357)  0.227
H (-2.92986, -0.66845, 1.09535)  0.268
H (-1.90054, -1.14730, -0.39394)  0.242
H (-3.63990, -0.15929, -0.36403)  0.272
H (1.94528, 2.75603, -0.69378)  0.409
H (3.22794, 1.46492, 0.86304)  0.404

5.
Computed, not measured: the ion C4H9BrNS with charge +1 in a non-equilibrium geometry, with the ωB97M-V functional and the def2-TZVPD basis.

Calculated values
ΔE to the lowest compared entry with this formula, charge and spin (kcal per mole): 80.61
HOMO energy (alpha / beta) (eV): -13.13 / -13.13
HOMO-LUMO gap (alpha / beta) (eV): 6.96 / 6.96
Charge: +1
LUMO energy (alpha / beta) (eV): -6.2 / -6.2
2S+1: 1

Each line ends with the natural charge from an NBO analysis.
Element x y z (Å)
C (0.64430, -0.16108, -0.90489)  -0.187
C (-0.70620, 0.52714, -0.83985)  -0.412
C (0.12298, -1.72900, 1.05834)  -0.188
C (-0.77999, 1.77183, 0.01600)  -0.656
N (1.00804, -0.65418, 0.48595)  -0.601
S (-2.02814, -0.65407, -0.35213)  0.141
Br (0.45509, -3.48535, 0.56856)  0.264
H (0.78384, -1.07506, -1.41272)  0.234
H (1.33991, 0.52364, -1.14486)  0.223
H (-0.90606, 0.98848, -1.77282)  0.281
H (-0.17746, -1.47076, 2.11653)  0.256
H (0.11144, 2.40462, -0.18661)  0.225
H (-0.95827, 1.37668, 0.96713)  0.207
H (-1.50118, 2.54481, -0.11799)  0.273
H (1.90714, -1.09432, 0.44053)  0.461
H (0.68454, 0.18662, 1.07883)  0.481

6.
Computed, not measured: an isolated molecule of C4H9Cl in a non-equilibrium geometry, with the ωB97M-V functional and the def2-TZVPD basis.

Calculated values
ΔE to the lowest compared entry with this formula, charge and spin (kcal per mole): 14.61
HOMO energy (eV): -10.38
HOMO-LUMO gap (eV): 11.29
Charge: 0
LUMO energy (eV): 0.9
SMILES string: CC(C)(C)Cl
2S+1: 1

Each line ends with the natural charge from an NBO analysis.
Element x y z (Å)
C (0.05896, -0.81086, 1.22634)  -0.628
C (-0.40384, 0.03481, -0.08121)  0.003
C (0.40129, -0.75655, -1.25575)  -0.624
C (-0.12605, 1.52078, 0.03916)  -0.655
H (-0.21262, -1.83023, 1.21142)  0.217
H (1.13023, -0.66745, 1.53734)  0.212
H (-0.48300, -0.41832, 2.10082)  0.212
H (0.36073, -0.32554, -2.28777)  0.217
H (1.46312, -0.57426, -1.01712)  0.210
H (0.22217, -1.85243, -1.24026)  0.226
H (0.90769, 1.80384, 0.21998)  0.224
H (-0.28367, 1.99125, -0.96062)  0.220
H (-0.85555, 2.10388, 0.69867)  0.236
Cl (-2.17947, -0.21894, -0.19098)  -0.071

7.
Computed, not measured: a structure of composition C4H9Cl6Hg2O in a non-equilibrium geometry, with the ωB97M-V functional and the def2-TZVPD basis.

Calculated values
HOMO energy (alpha / beta) (eV): -15.37 / -15.35
HOMO-LUMO gap (alpha / beta) (eV): 3.11 / 2.21
Charge: +2
LUMO energy (alpha / beta) (eV): -12.3 / -13.1
2S+1: 2

Each line ends with the Mulliken spin population.
Element x y z (Å)
Hg (0.31079, -2.77123, 2.96144)  0.762
Hg (3.88109, -3.17785, 1.89564)  0.942
C (1.48757, -0.55608, 0.91997)  -0.032
O (2.00435, -1.75116, 1.47348)  -0.597
H (0.74495, -0.83729, 0.17328)  -0.018
H (1.20777, 0.20944, 1.64369)  -0.013
H (2.23452, -0.06208, 0.29857)  -0.071
C (-0.00638, 2.40120, -1.31690)  0.000
Cl (-1.62506, 1.54130, -1.24100)  -0.001
Cl (-0.21552, 4.14416, -1.02682)  0.002
H (0.76276, 2.02419, -0.64281)  0.000
H (0.41212, 2.40607, -2.32335)  0.000
C (-2.01437, 1.16064, 2.27130)  -0.001
Cl (-3.40555, 2.21393, 2.05050)  0.016
Cl (-0.58847, 2.10007, 2.70724)  0.006
H (-2.06188, 0.36118, 3.01069)  0.003
H (-1.77207, 0.71330, 1.30731)  0.000
C (-0.39451, -2.02002, -2.74852)  0.000
Cl (0.87950, -0.77685, -2.94101)  0.002
Cl (-0.14041, -3.40461, -3.81687)  0.000
H (-0.32469, -2.32568, -1.70458)  0.000
H (-1.37650, -1.59261, -2.95127)  0.000

8.
Computed, not measured: a cluster of 2 separate species, C4H9ClNO2S in total in a non-equilibrium geometry, with the ωB97M-V functional and the def2-TZVPD basis.

Calculated values
ΔE to the lowest compared entry with this formula, charge and spin (kcal per mole): 12.48
HOMO energy (eV): -3.44
HOMO-LUMO gap (eV): 7.05
Charge: -1
LUMO energy (eV): 3.6
2S+1: 1

Each line ends with the natural charge from an NBO analysis.
Element x y z (Å)
C (-0.33510, -0.49199, -1.22565)  -0.613
C (0.86563, 0.43292, 0.73846)  -0.612
C (-1.30449, -0.57864, 1.08659)  -0.639
C (-0.50013, 0.27310, 0.10417)  0.003
N (-1.04763, 1.57613, -0.26121)  -0.630
O (-2.98210, 1.75932, -2.73668)  -0.932
O (-3.43947, -0.09044, -1.19421)  -0.947
S (-3.34146, 1.34726, -1.37626)  1.654
Cl (-1.49982, 2.58888, 1.24881)  -0.154
H (-1.06608, -1.31961, -1.36883)  0.210
H (-0.58271, 0.11071, -2.14759)  0.244
H (0.63441, -1.06033, -1.19712)  0.193
H (1.67891, 0.97418, 0.09689)  0.196
H (1.31336, -0.50163, 1.13050)  0.181
H (0.73524, 1.06955, 1.57610)  0.213
H (-1.97378, 0.03702, 1.77624)  0.221
H (-2.00225, -1.26013, 0.48076)  0.224
H (-0.65235, -1.04907, 1.77911)  0.189

9.
Computed, not measured: an isolated molecule of C4H9ClOS in a non-equilibrium geometry, with the ωB97M-V functional and the def2-TZVPD basis.

Calculated values
ΔE to the lowest compared entry with this formula, charge and spin (kcal per mole): 24.12
HOMO energy (eV): -9.20
HOMO-LUMO gap (eV): 9.72
Charge: 0
LUMO energy (eV): 0.5
2S+1: 1

Each line ends with the natural charge from an NBO analysis.
Element x y z (Å)
C (0.10750, -0.55077, -1.54466)  -0.642
C (1.33282, -0.45061, 0.62461)  -0.666
C (-1.12350, -0.40080, 0.81873)  -0.662
C (0.09124, -0.04085, -0.11585)  -0.118
O (-0.13699, 2.35211, 1.29819)  -0.922
S (-0.02073, 1.96428, -0.06326)  1.245
Cl (-1.84750, 2.15211, -0.95370)  -0.256
H (-0.81282, -0.87428, -1.79737)  0.219
H (0.65466, 0.23101, -2.20126)  0.220
H (0.65623, -1.45151, -1.61502)  0.219
H (1.49572, 0.24653, 1.48777)  0.227
H (2.19731, -0.15603, 0.13155)  0.216
H (1.44073, -1.52226, 0.93731)  0.235
H (-0.76050, 0.10511, 1.73081)  0.241
H (-2.13832, -0.08653, 0.51492)  0.230
H (-1.13585, -1.51751, 0.74723)  0.215

10.
Computed, not measured: an isolated molecule of C4H9ClS in a non-equilibrium geometry, with the ωB97M-V functional and the def2-TZVPD basis.

Calculated values
ΔE to the lowest compared entry with this formula, charge and spin (kcal per mole): 21.53
HOMO energy (eV): -9.46
HOMO-LUMO gap (eV): 10.19
Charge: 0
LUMO energy (eV): 0.7
SMILES string: CC(C)(S)CCl
2S+1: 1

Each line ends with the natural charge from an NBO analysis.
Element x y z (Å)
C (0.16317, -1.32680, 0.61528)  -0.632
C (-0.16517, -0.02996, -0.18166)  -0.163
C (-1.30868, 0.70356, 0.37815)  -0.634
C (1.13626, 0.84782, -0.24576)  -0.377
H (0.20181, -1.11207, 1.69343)  0.221
H (1.19186, -1.77621, 0.42752)  0.222
H (-0.65404, -2.02868, 0.58379)  0.219
H (-2.01168, -0.08796, 0.39293)  0.215
H (-1.24181, 1.20504, 1.26838)  0.228
H (-1.71346, 1.26567, -0.35518)  0.214
H (0.45306, -0.82087, -2.29192)  0.116
H (1.75211, 0.46667, -1.05641)  0.208
H (0.73512, 1.80008, -0.55364)  0.213
S (-0.70244, -0.31338, -1.85236)  0.014
Cl (2.16389, 1.20709, 1.17744)  -0.062

11.
Computed, not measured: an isolated molecule of C4H9ClSi2 in a non-equilibrium geometry, with the ωB97M-V functional and the def2-TZVPD basis.

Calculated values
ΔE to the lowest compared entry with this formula, charge and spin (kcal per mole): 12.96
HOMO energy (eV): -8.78
HOMO-LUMO gap (eV): 9.04
Charge: 0
LUMO energy (eV): 0.3
SMILES string: C=C[SiH](C=C)[SiH2]Cl
2S+1: 1

Each line ends with the natural charge from an NBO analysis.
Element x y z (Å)
C (-1.98066, -1.96244, -0.58320)  -0.355
C (0.21210, 2.64690, -0.38730)  -0.327
C (-1.39518, -0.77018, -0.70087)  -0.637
C (-0.22846, 1.75535, 0.58274)  -0.660
Si (2.16380, -1.11864, 0.38542)  0.653
Si (-0.30731, -0.10365, 0.67496)  0.988
Cl (3.13597, 0.36527, -0.58506)  -0.399
H (-2.75797, -2.31903, -1.35851)  0.213
H (-1.99382, -2.43893, 0.50453)  0.197
H (-0.13148, 3.66536, -0.26277)  0.203
H (0.60443, 2.21608, -1.25756)  0.195
H (-1.22556, -0.20361, -1.60802)  0.228
H (-0.82068, 2.21604, 1.37238)  0.210
H (2.53656, -2.30009, -0.45729)  -0.153
H (2.75022, -1.34616, 1.64305)  -0.183
H (-0.56196, -0.30228, 2.03750)  -0.174

12.
Computed, not measured: an isolated molecule of C4H9F in a non-equilibrium geometry, with the ωB97M-V functional and the def2-TZVPD basis.

Calculated values
ΔE to the lowest compared entry with this formula, charge and spin (kcal per mole): 25.32
HOMO energy (eV): -11.10
HOMO-LUMO gap (eV): 12.30
Charge: 0
LUMO energy (eV): 1.2
SMILES string: CC[C@@H](C)F
2S+1: 1

Each line ends with the natural charge from an NBO analysis.
Element x y z (Å)
C (0.11158, -1.51569, -1.26458)  -0.610
C (0.64372, -0.70626, -0.12046)  -0.415
C (-0.42938, 0.39618, 0.27274)  0.225
C (-0.16186, 1.56527, 1.28650)  -0.669
H (0.75805, -2.23690, -1.67001)  0.214
H (-0.86286, -1.89160, -0.96924)  0.201
H (-0.20189, -0.83546, -2.06748)  0.224
H (0.84558, -1.31950, 0.64295)  0.203
H (1.59570, -0.20971, -0.42004)  0.201
H (-1.41903, -0.08629, 0.60063)  0.157
H (-0.66905, 2.55295, 1.27961)  0.241
H (-0.23544, 1.25701, 2.36425)  0.218
H (0.82906, 1.98148, 1.01853)  0.211
F (-0.80419, 1.04852, -0.95340)  -0.400

For reference, DFT total energy by record: -1078.6751, -2371.0582, -967.3396, -3369.0419, -3184.3576, -617.9808, -3300.1452, -1221.4002, -1091.3699, -1016.1540, -1196.9139, -257.6353 Eh.